Here is a gas-phase ion, C10H12NO3S (charge -1) from the OMol25 dataset. Energies are from ωB97M-V/def2-TZVPD.

Lowest unoccupied orbital energy = 3.32 eV
E = -1066.88201 hartree
HOMO = -2.00 eV
SMILES = O=C(O/C(O)=C1\[N-]C=CS1)C1CCCC1

Geometry as ORCA input:
```
! wB97M-V def2-TZVPD RIJCOSX def2/J DEFGRID3
* xyz -1 1
S 1.53 -2.44 -2.43
O -1.85 -0.51 -1.04
O -0.17 0.19 -2.41
O -2.85 1.10 0.05
N -0.33 -3.09 -0.69
C 1.41 -4.04 -1.79
C -0.81 1.22 1.99
C -0.56 0.68 0.52
C 0.09 2.46 2.30
C -0.61 -0.92 -1.65
C 0.02 -2.13 -1.54
C 0.45 -4.16 -0.89
C -1.83 0.50 -0.15
C 0.48 1.75 -0.06
C 1.10 2.42 1.18
H 0.59 2.29 3.22
H 1.91 1.80 1.52
H -0.38 0.59 2.77
H 0.25 -5.15 -0.41
H -0.03 -0.29 0.59
H 2.06 -4.93 -2.17
H -0.08 2.60 -0.55
H 1.54 3.39 0.84
H -0.94 0.31 -3.01
H -0.46 3.35 2.47
H 1.33 1.42 -0.75
H -1.85 1.59 2.09
*
```

Here are the Löwdin charges for atoms 1 to 5, given in e: 0.89 0.06 -0.05 0.10 -0.02

Here is a molecular structure, C20H17BiN7S2 from the OMol25 dataset. Energies are from ωB97M-V/def2-TZVPD.

Lowest unoccupied orbital energy (alpha / beta) = 1.36 / 1.33 eV
E = -2166.51243 hartree
HOMO (alpha / beta) = -3.68 / -2.69 eV

Geometry as ORCA input:
```
! wB97M-V def2-TZVPD RIJCOSX def2/J DEFGRID3
* xyz -1 1
Bi -0.87 -1.53 -0.64
S -2.99 -2.78 0.69
S -0.19 -2.91 1.70
N 1.67 -0.85 -1.50
N -4.78 -2.45 3.78
N -1.12 -3.85 5.39
N -0.65 -0.66 -3.32
N 3.99 -1.59 -2.81
N 0.29 -2.29 -4.58
N -0.83 -1.81 -5.14
C -1.11 1.65 0.56
C 1.22 2.76 0.72
C 2.88 -0.80 -0.94
C 1.31 2.30 3.44
C 2.78 -1.79 -3.40
C -1.13 0.16 0.80
C -2.47 2.14 1.03
C -1.04 1.99 -0.98
C 0.12 2.14 1.34
C 0.18 1.94 2.70
C 1.60 -1.48 -2.73
C 0.42 -1.51 -3.47
C -2.38 -3.15 3.25
C 4.03 -1.13 -1.57
C 2.38 3.02 1.41
C -1.63 -3.59 4.39
C -1.84 -2.92 1.95
C -1.44 -0.93 -4.38
C -3.68 -2.70 3.52
C 2.45 2.76 2.79
H 3.17 3.55 0.89
H -2.57 3.22 1.05
H -2.35 -0.36 -4.61
H 2.97 -0.27 0.05
H 1.12 3.11 -0.35
H -1.15 -0.32 1.78
H -0.10 1.67 -1.42
H -3.21 1.81 0.17
H 3.34 2.93 3.33
H -1.73 1.43 -1.67
H 1.30 2.21 4.53
H 5.03 -0.97 -1.16
H -1.05 3.03 -1.37
H -1.21 -2.30 -5.98
H -0.66 1.67 3.27
H -2.75 1.58 1.89
H 2.69 -2.13 -4.39
*
```

Here are the Löwdin charges for atoms 1 to 5, given in e: 1.28 0.41 0.46 0.04 0.11

Here is a molecular structure, C32H23ClF3N2O10PSTa from the OMol25 dataset. Energies are from ωB97M-V/def2-TZVPD.

Lowest unoccupied orbital energy = -3.86 eV
E = -3651.20156 hartree
HOMO = -11.41 eV

Geometry as ORCA input:
```
! wB97M-V def2-TZVPD RIJCOSX def2/J DEFGRID3
* xyz 1 1
Ta -0.28 -0.21 0.17
Cl -3.00 -0.87 0.20
S -0.10 1.79 -1.52
P 1.78 0.76 1.72
F 4.89 -1.43 -1.30
F 3.58 -0.37 -2.66
F 3.37 -2.51 -2.40
O -2.61 0.30 -0.55
O 1.60 -0.46 -1.02
O 2.77 -1.68 0.47
O 0.14 -1.52 2.62
O -1.91 -1.00 1.21
O -2.99 -2.04 -0.58
O -0.72 -1.16 -1.57
O -4.22 -0.67 0.86
O 0.16 -3.47 3.70
O 0.08 -2.51 -3.17
N 1.25 1.15 -3.69
N 0.08 -2.71 0.29
C -0.70 1.53 1.47
C 0.19 -2.73 2.62
C 2.30 -0.24 4.27
C 0.50 0.09 -5.64
C 4.06 1.10 3.34
C 4.02 1.39 0.18
C 0.59 -5.40 -0.02
C 4.74 2.14 -0.72
C -0.82 3.35 3.60
C 4.27 3.38 -1.14
C 2.79 1.85 0.66
C 3.03 -0.39 5.44
C 4.79 0.95 4.51
C 0.10 -3.25 -0.92
C 0.28 -3.48 1.35
C 3.07 3.86 -0.63
C -1.93 3.15 2.78
C 0.37 2.69 3.35
C -0.19 -2.27 -2.02
C -1.01 0.53 -3.82
C 0.37 -4.59 -1.13
C 2.82 0.50 3.21
C -0.77 0.01 -5.08
C 0.53 -4.84 1.25
C 0.42 1.80 2.29
C 3.64 -1.37 -1.75
C 1.50 0.68 -4.93
C 2.60 -1.16 -0.62
C -1.87 2.25 1.73
C 0.04 1.09 -3.10
C 4.28 0.19 5.56
C 2.32 3.09 0.25
H 0.67 -5.43 2.14
H 0.80 -6.45 -0.15
H -2.74 2.10 1.10
H -1.57 -0.47 -5.62
H 2.51 0.80 -5.30
H 2.71 4.84 -0.92
H 5.68 1.76 -1.10
H 4.84 3.97 -1.85
H 4.85 0.06 6.47
H -1.99 0.50 -3.37
H 0.07 -2.94 4.50
H 2.00 1.55 -3.13
H 5.75 1.42 4.61
H 1.24 2.84 3.98
H 0.70 -0.31 -6.63
H 1.31 -0.67 4.18
H 1.38 3.46 0.62
H -2.85 3.68 2.98
H 4.42 0.44 0.53
H 2.62 -0.97 6.26
H 0.39 -4.97 -2.14
H -0.88 4.04 4.43
H 4.47 1.71 2.55
*
```

Here are the Löwdin charges for atoms 1 to 5, given in e: 1.79 0.71 0.78 1.09 0.17

Here is 2 unconnected molecules or ions with the total composition C3H11N4 from the OMol25 dataset. Energies are from ωB97M-V/def2-TZVPD.

Lowest unoccupied orbital energy = -2.99 eV
E = -339.68315 hartree
HOMO = -12.58 eV

Geometry as ORCA input:
```
! wB97M-V def2-TZVPD RIJCOSX def2/J DEFGRID3
* xyz 1 1
N 0.40 1.08 1.59
N 2.00 -1.63 -0.37
N -1.08 0.34 -1.77
N -1.87 0.34 0.41
C -1.97 0.08 -0.86
C 1.04 -0.76 0.14
C 1.35 0.36 0.81
H 2.92 -1.24 -0.32
H 0.57 2.08 1.67
H -2.90 -0.38 -1.25
H -0.14 0.43 -1.40
H -0.94 0.74 0.89
H -1.20 -0.17 -2.62
H 0.38 0.70 2.52
H 1.81 -1.79 -1.35
H 2.38 0.69 0.87
H 0.03 -1.22 0.17
H -2.77 0.35 0.88
*
```

Here are the Löwdin charges for atoms 1 to 5, given in e: 0.00 0.06 0.18 0.16 -0.24

Here is a single C3H2ClFO molecule from the OMol25 dataset. Energies are from ωB97M-V/def2-TZVPD.

Lowest unoccupied orbital energy = -0.43 eV
E = -750.75169 hartree
HOMO = -10.42 eV
SMILES = O=C/C=C(\F)Cl

Geometry as ORCA input:
```
! wB97M-V def2-TZVPD RIJCOSX def2/J DEFGRID3
* xyz 0 1
Cl -2.88 0.14 -0.28
F -1.10 -0.70 1.24
O 2.30 0.18 -0.52
C -1.16 0.05 0.16
C 1.31 -0.03 0.16
C 0.04 0.19 -0.42
H 0.04 0.60 -1.47
H 1.45 -0.44 1.13
*
```

Here are the Löwdin charges for atoms 1 to 5, given in e: 0.68 0.01 0.05 -0.67 -0.26

Here is a single C16H12F2N4OS molecule from the OMol25 dataset. Energies are from ωB97M-V/def2-TZVPD.

Lowest unoccupied orbital energy = 0.53 eV
E = -1509.10890 hartree
HOMO = -8.79 eV
SMILES = O=C(CSc1nncn1-c1ccccc1)Nc1c(F)cccc1F

Geometry as ORCA input:
```
! wB97M-V def2-TZVPD RIJCOSX def2/J DEFGRID3
* xyz 0 1
S -0.96 1.72 0.99
F 3.88 -1.34 1.75
F 2.58 1.42 -1.83
O 2.44 2.79 0.52
N -0.51 -2.04 1.56
N -0.10 -0.77 1.67
N -2.05 -0.78 0.65
N 2.15 0.55 0.81
C 5.39 -0.81 -1.49
C 3.45 0.57 -1.27
C -1.65 -2.05 0.96
C -1.03 -0.01 1.13
C -5.12 1.05 -0.27
C -4.82 -0.80 -1.77
C 3.21 0.10 0.02
C 5.17 -1.32 -0.22
C -5.55 0.30 -1.35
C 1.82 1.86 0.98
C 0.60 2.05 1.87
C 4.53 0.13 -2.02
C -3.96 0.70 0.41
C -3.65 -1.15 -1.11
C -3.22 -0.40 -0.02
C 4.09 -0.86 0.51
H -5.15 -1.38 -2.62
H 4.67 0.53 -3.01
H 5.82 -2.07 0.21
H 6.23 -1.16 -2.07
H 0.63 1.41 2.74
H 0.54 3.10 2.16
H -6.45 0.58 -1.87
H -5.69 1.90 0.06
H 1.62 -0.15 1.34
H -2.23 -2.93 0.74
H -3.07 -2.00 -1.44
H -3.63 1.27 1.26
*
```

Here are the Löwdin charges for atoms 1 to 5, given in e: 1.02 0.08 0.09 0.09 0.04

Here is a molecular structure, C33H42CaGe2N3O3S from the OMol25 dataset. Energies are from ωB97M-V/def2-TZVPD.

Lowest unoccupied orbital energy = 2.34 eV
E = -6902.33180 hartree
HOMO = -3.27 eV

Geometry as ORCA input:
```
! wB97M-V def2-TZVPD RIJCOSX def2/J DEFGRID3
* xyz -1 1
Ge -2.02 0.18 2.37
Ge -2.53 1.33 0.26
Ca 2.80 -0.50 0.65
S 1.28 -2.80 1.49
O 1.56 -1.32 -1.20
O 4.68 -1.73 0.51
O 2.45 1.49 0.84
N 4.27 0.44 -0.89
N 1.02 -2.53 -1.23
N 4.98 -0.51 -1.49
C -2.65 0.44 -2.61
C -5.31 2.54 1.27
C -2.77 -0.03 -1.17
C 4.64 1.69 -3.03
C -3.58 -2.23 3.12
C -0.62 0.56 3.67
C -4.03 1.89 1.54
C 6.17 -2.75 -2.63
C 0.70 -4.29 -2.76
C 0.71 -2.95 -2.52
C 6.29 -5.08 -1.07
C -6.86 3.42 -0.34
C -2.48 -1.73 2.18
C 0.45 -4.63 -0.40
C -1.16 2.69 -0.20
C -3.58 1.38 2.75
C 2.60 3.87 1.07
C 0.86 -3.28 -0.10
C -7.40 3.63 1.93
C 6.76 -5.09 -2.37
C -7.73 3.83 0.62
C 5.76 -3.93 -0.55
C 5.11 -1.60 -0.68
C -6.22 2.98 2.30
C 5.69 -2.77 -1.31
C 4.14 1.56 -1.61
C -1.60 3.88 -1.08
C -1.02 1.08 5.04
C -5.67 2.80 -0.04
C 2.83 2.59 0.29
C 0.49 -5.17 -1.67
C 6.64 -3.95 -3.17
C 3.42 2.63 -1.01
H 3.40 3.61 -1.48
H 0.01 -5.16 0.43
H -1.35 2.15 4.97
H 2.78 3.79 2.16
H -3.98 1.73 3.70
H 6.27 -6.03 -0.49
H 0.07 1.20 3.18
H -0.29 2.17 -0.62
H 6.92 -3.91 -4.21
H -1.65 0.87 -2.86
H 1.51 4.18 0.94
H -8.01 3.96 2.76
H -6.02 2.83 3.35
H -4.53 -1.99 2.63
H -8.67 4.32 0.36
H -2.05 -0.85 -0.99
H -1.84 0.48 5.49
H -7.11 3.54 -1.39
H 3.97 1.18 -3.75
H -0.76 3.11 0.75
H -0.74 4.51 -1.32
H -1.55 -2.29 2.31
H 5.67 1.28 -3.17
H -2.10 3.55 -2.01
H 0.74 -4.63 -3.79
H -3.31 1.29 -2.83
H 6.23 -1.78 -3.17
H 5.40 -3.95 0.48
H -2.80 -1.95 1.15
H 3.16 4.71 0.66
H -0.09 -0.43 3.78
H -2.33 4.48 -0.54
H -0.18 1.05 5.78
H -2.83 -0.38 -3.29
H 0.43 -6.27 -1.77
H 7.20 -6.02 -2.82
H -3.81 -0.37 -1.00
H 4.62 2.74 -3.33
H -5.05 2.43 -0.87
H -3.50 -3.30 3.23
H -3.51 -1.71 4.08
H 0.58 -2.18 -3.26
*
```

Here are the Löwdin charges for atoms 1 to 5, given in e: 0.87 0.91 1.29 0.53 -0.27

Here is a molecular structure, C2H8N4O2Sn from the OMol25 dataset. Energies are from ωB97M-V/def2-TZVPD.

Lowest unoccupied orbital energy = -10.92 eV
E = -664.21037 hartree
HOMO = -16.55 eV

Geometry as ORCA input:
```
! wB97M-V def2-TZVPD RIJCOSX def2/J DEFGRID3
* xyz 2 1
Sn -0.80 0.80 1.68
O 1.96 -0.05 1.87
O -2.35 1.18 -0.62
N -3.27 -0.75 -1.49
N -4.08 1.29 -2.04
N 3.60 -1.61 1.58
N 4.08 0.51 1.16
C -3.12 0.58 -1.42
C 3.11 -0.39 1.51
H 4.51 -1.81 1.21
H 4.98 0.23 0.80
H -2.54 -1.32 -1.09
H -4.59 0.98 -2.85
H -4.18 -1.08 -1.74
H 3.94 1.50 1.02
H 3.02 -2.26 2.09
H -4.27 2.21 -1.67
*
```

Here are the Löwdin charges for atoms 1 to 5, given in e: 1.81 -0.18 -0.18 0.20 0.20

Here is a single C7H8O molecule from the OMol25 dataset. Energies are from ωB97M-V/def2-TZVPD.

Lowest unoccupied orbital energy = 0.99 eV
E = -346.61298 hartree
HOMO = -9.47 eV
SMILES = C#C[C@H]1[C@@H](O)[C@H]1C=C

Geometry as ORCA input:
```
! wB97M-V def2-TZVPD RIJCOSX def2/J DEFGRID3
* xyz 0 1
O 1.61 0.70 -0.13
C 0.64 -2.03 -0.35
C -0.75 1.27 -0.17
C -0.45 1.12 2.46
C -0.43 -1.33 -0.36
C 0.48 1.04 -0.89
C -0.66 1.29 1.27
C -0.57 -0.01 -0.99
H 1.49 -1.78 -0.96
H -1.50 1.87 -0.66
H 1.24 0.19 0.70
H -0.24 0.84 3.52
H -1.05 -0.04 -1.97
H 0.63 -3.00 0.09
H -1.29 -1.76 0.23
H 0.84 1.63 -1.80
*
```

Here are the Löwdin charges for atoms 1 to 5, given in e: -0.06 0.01 -0.21 0.13 -0.18

Here is 3 unconnected molecules or ions with the total composition C3H10NO4 from the OMol25 dataset. Energies are from ωB97M-V/def2-TZVPD.

Lowest unoccupied orbital energy = 3.60 eV
E = -476.10052 hartree
HOMO = -4.43 eV

Geometry as ORCA input:
```
! wB97M-V def2-TZVPD RIJCOSX def2/J DEFGRID3
* xyz -1 1
O -3.52 1.28 0.46
O -1.33 -0.01 -5.38
O -0.88 0.76 1.01
O 0.27 0.46 -0.87
N 1.21 0.18 2.63
C 1.37 -0.08 1.17
C 0.13 0.38 0.36
C 1.68 -1.54 0.95
H -1.33 -0.29 -4.48
H 1.18 -2.26 1.59
H 0.92 1.14 2.68
H 2.76 -1.67 1.09
H -2.79 0.95 0.98
H 1.58 -1.81 -0.11
H 2.24 0.52 0.91
H -3.16 1.65 -0.35
H -0.60 0.57 -5.53
H 0.29 -0.23 2.87
*
```

Here are the Löwdin charges for atoms 1 to 5, given in e: -0.11 -0.05 -0.08 -0.06 0.00

Here is a molecular structure, F2H8Hf2O4 from the OMol25 dataset. Energies are from ωB97M-V/def2-TZVPD.

Lowest unoccupied orbital energy = -28.39 eV
E = -597.20382 hartree
HOMO = -30.81 eV

Geometry as ORCA input:
```
! wB97M-V def2-TZVPD RIJCOSX def2/J DEFGRID3
* xyz 6 1
Hf 1.30 -14.95 7.41
Hf -2.01 -11.46 3.33
F -0.11 -13.03 5.29
F -3.92 -12.68 5.41
O -2.49 -14.92 2.75
O -1.91 -16.08 6.76
O 1.18 -10.10 3.52
O 2.41 -11.91 7.89
H 1.92 -10.18 2.93
H -3.07 -15.60 3.11
H 1.39 -9.35 4.08
H 3.15 -11.69 8.47
H -2.39 -16.40 7.53
H 1.89 -11.10 7.85
H -2.51 -16.22 6.03
H -2.05 -15.35 2.02
*
```

Here are the Löwdin charges for atoms 1 to 5, given in e: 2.77 2.68 -0.54 -0.18 0.06

Here is 6 unconnected molecules or ions with the total composition C43H51BFN3O24PS from the OMol25 dataset. Energies are from ωB97M-V/def2-TZVPD.

Lowest unoccupied orbital energy = -3.40 eV
E = -4503.29913 hartree
HOMO = -11.19 eV

Geometry as ORCA input:
```
! wB97M-V def2-TZVPD RIJCOSX def2/J DEFGRID3
* xyz 1 1
S -2.20 1.61 0.87
P -2.02 0.28 -0.45
F -1.08 2.88 -3.51
O 3.26 10.07 1.60
O -2.86 0.47 -1.66
O -2.44 -1.09 0.06
O -0.74 -2.01 -10.60
O 2.04 -0.42 -7.17
O -7.67 0.27 2.13
O 2.54 -3.60 4.16
O 2.06 -2.22 -1.61
O 5.10 10.43 -0.23
O 0.59 1.54 -5.19
O -4.95 -2.30 7.07
O -4.67 0.67 2.53
O 0.74 -3.87 6.02
O 5.54 -2.26 7.51
O -1.72 -3.89 -9.04
O 3.74 -2.62 9.39
O -3.35 -1.55 2.73
O -11.50 -2.07 0.74
O -6.34 -1.97 1.91
O -10.17 -4.32 0.60
O 1.11 -2.33 -5.66
O -6.31 -0.06 6.85
O 4.43 6.13 -1.97
O 2.53 5.81 -0.19
N 1.83 -0.29 -2.87
N 2.72 2.30 -4.49
N -0.36 0.22 -1.17
C 0.70 -1.10 -8.97
C -4.01 -1.26 3.72
C 4.93 -0.61 1.10
C -4.80 0.03 3.66
C 4.69 -2.61 -1.07
C 2.56 -1.64 -0.42
C 4.14 -2.92 5.73
C -4.08 -2.05 4.92
C -8.35 -0.79 1.74
C 5.28 -2.95 1.83
C 4.20 7.14 -1.15
C 1.17 -1.46 -2.39
C 1.83 -3.51 6.43
C -0.81 -3.10 -8.53
C -0.15 1.11 -2.39
C 2.91 -3.33 5.40
C -9.50 -3.26 0.96
C -9.66 -0.77 1.45
C 0.64 -2.30 -6.79
C 3.68 -2.50 0.06
C -0.14 -1.21 -1.67
C 1.24 1.05 -2.80
C -0.29 -2.04 -9.47
C 3.11 6.89 -0.14
C -5.64 -0.36 5.89
C 0.81 3.27 -0.42
C 0.27 3.52 -1.78
C 4.46 -2.65 7.12
C 1.14 -1.22 -7.71
C -10.32 -1.99 1.04
C -4.84 -1.64 5.95
C -0.68 2.50 -2.28
C -8.19 -3.27 1.25
C 4.88 8.29 -1.20
C 3.48 9.09 0.77
C -0.36 -3.22 -7.27
C -5.56 0.45 4.68
C 3.38 -2.86 8.15
C 2.80 7.92 0.81
C 4.28 -1.94 1.31
C -7.53 -2.05 1.64
C 4.56 9.35 -0.25
C 2.14 -3.27 7.81
B 1.49 1.65 -4.24
H 2.82 -0.31 -2.71
H 4.19 0.12 0.92
H 2.16 -0.76 -6.26
H 4.68 -3.59 -1.46
H 3.54 -1.83 2.08
H -0.31 4.40 -1.70
H -7.59 -4.17 1.20
H 4.88 -3.50 2.63
H -0.70 0.63 -3.16
H 5.50 -0.34 1.95
H 1.85 1.63 -2.15
H 0.06 3.22 0.32
H -5.55 -1.79 7.64
H 1.45 2.41 -0.34
H -6.12 1.37 4.65
H -2.11 -1.21 0.97
H 4.68 -2.34 9.36
H 3.33 1.82 -5.15
H -3.50 -2.96 4.95
H 6.13 -2.45 2.20
H 1.05 -0.33 -9.64
H -6.75 -0.05 2.26
H 1.36 -3.42 8.54
H 1.60 -3.87 4.22
H 0.32 0.44 -0.44
H 1.81 -1.61 0.35
H -11.09 -4.03 0.45
H 5.66 8.48 -1.92
H 2.02 7.73 1.54
H 4.93 -2.78 5.00
H 3.27 2.38 -3.66
H 3.80 5.43 -1.71
H 5.66 -2.42 -0.70
H -1.86 -3.60 -9.97
H 1.07 1.62 -6.03
H 1.42 4.10 -0.16
H 5.60 -3.61 1.07
H -4.07 0.12 1.99
H 0.95 -2.10 -3.20
H -3.34 -0.34 -1.89
H -0.96 -1.43 -2.29
H 1.03 3.73 -2.50
H -1.54 2.58 -1.65
H 4.50 -1.91 -1.83
H 2.97 -0.67 -0.57
H -10.26 0.13 1.52
H -0.72 -3.97 -6.59
H 5.58 -0.61 0.27
H 3.26 -3.45 0.26
H -0.20 -1.88 -0.87
H 3.88 10.79 1.36
*
```

Here are the Löwdin charges for atoms 1 to 5, given in e: 0.55 0.08 0.07 0.14 -0.07